# C63H149N7O12

12 unconnected molecules or ions with the total composition C63H149N7O12 (wB97M-V/def2-TZVPD, the Open Molecules 2025 dataset).

Atoms and positions in Å:
C1 3.279 -1.806 2.899
C2 3.597 -0.393 3.045
C3 4.414 -0.151 4.284
O1 4.416 -0.039 1.919
H1 2.847 -1.906 1.902
H2 2.600 -2.074 3.685
H3 4.188 -2.394 2.952
H4 2.696 0.213 3.048
H5 4.721 0.858 4.418
H6 5.314 -0.772 4.236
H7 3.907 -0.534 5.203
H8 3.979 -0.466 1.140
C4 -1.885 -5.831 -1.720
C5 -0.975 -5.175 -2.768
C6 -1.562 -4.082 -3.612
O2 0.059 -4.487 -2.008
H9 -2.657 -6.472 -2.215
H10 -2.440 -5.145 -1.084
H11 -1.227 -6.442 -1.077
H12 -0.625 -6.055 -3.340
H13 -2.364 -4.493 -4.210
H14 -0.839 -3.632 -4.273
H15 -1.937 -3.299 -2.969
H16 0.809 -4.245 -2.602
C7 -0.103 -1.246 -1.721
C8 0.273 0.128 -1.279
C9 0.513 0.348 0.169
O3 1.516 0.499 -1.988
H17 -1.113 -1.493 -1.462
H18 0.573 -1.963 -1.236
H19 -0.020 -1.355 -2.818
H20 -0.559 0.849 -1.489
H21 0.616 1.392 0.450
H22 1.388 -0.286 0.499
H23 -0.372 -0.034 0.724
H24 1.961 1.211 -1.476
C10 4.648 3.661 -0.878
C11 3.905 2.677 -0.027
C12 3.832 3.067 1.416
O4 2.537 2.545 -0.549
H25 5.742 3.700 -0.689
H26 4.262 4.690 -0.720
H27 4.533 3.506 -1.967
H28 4.340 1.674 -0.145
H29 3.014 2.499 1.921
H30 3.497 4.102 1.497
H31 4.716 2.835 1.965
H32 2.092 3.390 -0.494
C13 1.940 1.517 -5.796
C14 2.828 0.405 -5.306
C15 4.089 0.831 -4.514
O5 2.084 -0.592 -4.557
H33 0.986 1.153 -6.116
H34 2.454 2.060 -6.565
H35 1.697 2.229 -5.024
H36 3.099 -0.173 -6.207
H37 4.599 1.648 -5.042
H38 4.724 -0.010 -4.224
H39 3.678 1.273 -3.564
H40 1.812 -0.274 -3.684
C16 0.945 1.684 4.308
C17 0.111 2.270 5.491
C18 -1.363 2.392 5.023
C19 -2.348 2.713 6.120
C20 -2.213 1.651 7.278
C21 -0.728 1.511 7.767
N1 0.099 1.292 6.577
O6 1.457 1.077 6.972
C22 -0.227 2.691 8.717
C23 -0.537 0.206 8.631
C24 0.840 3.659 5.850
H41 0.749 0.638 4.100
H42 1.998 1.751 4.581
H43 0.719 2.281 3.412
H44 -1.427 3.113 4.225
H45 -1.591 1.430 4.518
H46 -3.360 2.626 5.761
H47 -2.208 3.714 6.536
H48 -2.502 0.671 6.854
H49 -2.899 1.862 8.109
H50 -0.403 3.673 8.212
H51 -0.901 2.543 9.566
H52 0.849 2.518 8.888
H53 0.520 0.089 8.900
H54 -1.097 0.315 9.581
H55 -0.944 -0.680 8.122
H56 1.595 3.482 6.570
H57 0.128 4.393 6.190
H58 1.215 3.995 4.880
H59 1.622 0.161 6.657
C25 -0.566 -1.826 5.431
C26 -1.381 -2.424 4.244
C27 -1.880 -1.314 3.305
C28 -2.548 -1.917 2.067
C29 -1.643 -2.868 1.312
C30 -0.981 -3.949 2.219
N2 -0.477 -3.307 3.484
O7 -0.017 -4.341 4.381
C31 -1.991 -5.155 2.514
C32 0.264 -4.417 1.451
C33 -2.554 -3.185 4.923
H60 -1.177 -1.017 5.812
H61 0.400 -1.457 5.142
H62 -0.467 -2.521 6.232
H63 -2.676 -0.728 3.814
H64 -1.075 -0.603 2.983
H65 -2.837 -1.119 1.342
H66 -3.435 -2.470 2.339
H67 -0.801 -2.315 0.886
H68 -2.108 -3.328 0.452
H69 -1.992 -5.869 1.695
H70 -1.654 -5.637 3.441
H71 -2.982 -4.796 2.682
H72 0.652 -5.379 1.701
H73 0.028 -4.504 0.396
H74 1.092 -3.627 1.487
H75 -3.428 -3.342 4.274
H76 -2.879 -2.583 5.777
H77 -2.066 -4.109 5.256
H78 0.946 -4.244 4.364
C34 -5.300 2.818 0.340
C35 -4.565 1.647 1.005
C36 -5.475 0.842 1.899
C37 -6.549 -0.021 1.123
C38 -5.881 -0.885 0.142
C39 -5.029 -0.134 -0.837
N3 -4.090 0.742 -0.093
O8 -3.201 1.451 -0.962
C40 -4.084 -1.085 -1.629
C41 -5.902 0.545 -1.895
C42 -3.293 2.237 1.649
H79 -6.090 2.517 -0.392
H80 -4.581 3.425 -0.238
H81 -5.760 3.460 1.070
H82 -4.891 0.158 2.531
H83 -5.970 1.560 2.592
H84 -7.206 0.652 0.546
H85 -7.185 -0.567 1.863
H86 -6.560 -1.464 -0.474
H87 -5.207 -1.632 0.625
H88 -4.637 -1.956 -2.009
H89 -3.687 -0.527 -2.439
H90 -3.320 -1.536 -1.027
H91 -6.153 -0.250 -2.608
H92 -6.872 0.919 -1.456
H93 -5.348 1.330 -2.398
H94 -2.699 2.744 0.903
H95 -2.592 1.484 2.086
H96 -3.640 2.937 2.409
H97 -3.741 2.006 -1.529
C43 -0.449 7.043 0.187
C44 0.193 5.692 0.284
C45 -0.812 4.517 0.110
C46 -1.312 4.309 -1.299
C47 -0.185 4.236 -2.342
C48 0.861 5.390 -2.154
N4 1.251 5.447 -0.720
O9 2.387 6.299 -0.607
C49 2.141 4.957 -3.033
C50 0.394 6.773 -2.752
C51 0.822 5.600 1.762
H98 -1.213 7.195 -0.581
H99 0.389 7.758 0.165
H100 -0.996 7.146 1.122
H101 -0.290 3.648 0.526
H102 -1.731 4.695 0.675
H103 -1.900 5.208 -1.455
H104 -2.002 3.474 -1.305
H105 -0.587 4.214 -3.348
H106 0.281 3.280 -2.169
H107 2.572 4.028 -2.640
H108 1.834 4.845 -4.069
H109 2.927 5.756 -2.877
H110 -0.487 7.139 -2.237
H111 1.273 7.437 -2.660
H112 0.154 6.659 -3.798
H113 -0.010 5.359 2.467
H114 1.363 6.541 2.051
H115 1.568 4.766 1.807
H116 2.031 7.192 -0.490
C52 2.714 -6.025 -4.561
C53 3.101 -4.530 -4.412
C54 3.780 -4.023 -5.677
O10 2.913 -3.999 -6.753
C55 3.539 -3.510 -7.906
N5 1.846 -3.746 -4.078
H117 1.804 -6.184 -5.183
H118 2.525 -6.546 -3.609
H119 3.463 -6.554 -5.146
H120 3.816 -4.521 -3.595
H121 4.671 -4.680 -5.814
H122 4.127 -3.031 -5.506
H123 4.440 -4.122 -8.126
H124 3.919 -2.500 -7.742
H125 2.855 -3.431 -8.762
H126 2.025 -2.777 -4.083
H127 1.256 -3.900 -4.872
C56 5.855 -2.577 -0.899
C57 4.375 -2.427 -1.387
C58 3.483 -3.512 -0.813
O11 4.164 -4.736 -1.132
C59 3.371 -5.781 -0.464
N6 3.791 -1.131 -0.925
H128 6.301 -3.475 -1.333
H129 5.842 -2.709 0.182
H130 6.486 -1.684 -1.115
H131 4.471 -2.641 -2.476
H132 2.432 -3.502 -1.179
H133 3.424 -3.382 0.282
H134 3.390 -5.453 0.579
H135 3.836 -6.776 -0.581
H136 2.370 -5.809 -0.879
H137 4.288 -0.461 -1.496
H138 2.833 -1.104 -1.274
C60 -1.546 0.998 -4.678
C61 -1.877 -0.455 -4.902
C62 -3.251 -0.507 -5.638
O12 -4.191 0.290 -4.958
C63 -5.419 0.198 -5.628
N7 -0.878 -1.079 -5.778
H139 -0.573 1.223 -4.231
H140 -2.334 1.414 -4.069
H141 -1.533 1.521 -5.629
H142 -1.979 -0.984 -3.949
H143 -3.594 -1.527 -5.690
H144 -3.077 -0.138 -6.688
H145 -5.262 0.416 -6.667
H146 -6.141 0.862 -5.186
H147 -5.757 -0.823 -5.548
H148 -1.032 -2.069 -5.882
H149 0.028 -1.123 -5.312

The energy above the lowest of the compared OMol25 structures with the same formula, charge and spin comes out at 0.0 kcal/mol. The value obtained for the HOMO-LUMO gap is 8.7 eV. The LUMO energy is 0.4 eV. As for the SMILES: CC1(C)CCCC(C)(C)N1O.CC1(C)CCCC(C)(C)N1O.CC1(C)CCCC(C)(C)N1O.CC1(C)CCCC(C)(C)N1O.COC[C@H](C)N.COC[C@H](C)N.COC[C@H](C)N.CC(C)O.CC(C)O.CC(C)O.CC(C)O.CC(C)O.



# C63H157BaN10O21

A molecular structure, C63H157BaN10O21 (wB97M-V/def2-TZVPD, the Open Molecules 2025 dataset).

Atoms and positions in Å:
Ba1 -5.429 0.641 0.237
C1 -0.467 0.416 0.756
C2 -1.327 -0.067 -0.367
C3 -1.331 -1.627 -0.549
O1 -2.681 0.353 -0.234
H1 -0.291 1.488 0.667
H2 0.464 -0.150 0.737
H3 -0.927 0.145 1.707
H4 -0.827 0.394 -1.219
H5 -0.324 -2.039 -0.611
H6 -1.898 -1.903 -1.438
H7 -1.819 -2.144 0.277
C4 -0.603 -2.982 3.301
O2 -1.717 -2.281 2.838
C5 -2.915 -2.665 3.546
C6 -4.149 -2.089 2.779
N1 -3.996 -0.702 2.444
C7 -3.958 0.131 3.638
C8 -5.313 0.639 4.032
O3 -5.993 1.371 2.984
C9 -7.288 1.831 3.373
H8 -0.496 -2.859 4.379
H9 0.304 -2.516 2.914
H10 -0.552 -4.003 2.922
H11 -2.888 -2.419 4.607
H12 -3.190 -3.717 3.465
H13 -5.118 -2.347 3.207
H14 -4.263 -2.598 1.821
H15 -3.127 -0.673 1.929
H16 -3.351 1.018 3.460
H17 -3.454 -0.335 4.485
H18 -5.135 1.310 4.872
H19 -5.877 -0.195 4.450
H20 -7.497 2.744 2.815
H21 -7.436 2.162 4.401
H22 -8.063 1.105 3.130
C10 0.091 1.652 -3.941
O4 0.877 1.088 -4.927
C11 1.918 1.939 -5.355
C12 2.666 1.086 -6.353
N2 3.579 1.848 -7.185
C13 4.369 1.061 -8.142
C14 3.563 0.681 -9.419
O5 3.137 -0.706 -9.271
C15 2.761 -1.242 -10.537
H23 -0.581 0.940 -3.461
H24 -0.501 2.466 -4.360
H25 0.599 2.141 -3.110
H26 2.571 2.244 -4.536
H27 1.526 2.848 -5.811
H28 1.952 0.609 -7.025
H29 3.277 0.325 -5.867
H30 2.986 2.477 -7.706
H31 4.844 0.236 -7.611
H32 5.286 1.591 -8.400
H33 4.266 0.708 -10.251
H34 2.728 1.347 -9.632
H35 3.582 -1.258 -11.254
H36 1.831 -0.775 -10.862
H37 2.538 -2.292 -10.349
C16 0.863 4.733 1.449
O6 0.347 5.790 2.226
C17 1.148 6.953 2.131
C18 0.171 8.026 2.739
N3 0.185 7.798 4.212
C19 -0.994 8.252 4.964
C20 -0.796 8.112 6.471
O7 -2.011 8.427 7.204
C21 -1.930 8.242 8.592
H38 1.885 4.529 1.770
H39 0.912 4.996 0.392
H40 0.284 3.817 1.567
H41 1.217 7.164 1.064
H42 2.171 6.905 2.503
H43 -0.814 7.730 2.378
H44 0.392 9.059 2.473
H45 0.425 6.832 4.387
H46 -1.835 7.707 4.534
H47 -1.160 9.296 4.698
H48 0.028 8.784 6.710
H49 -0.477 7.082 6.631
H50 -1.752 7.198 8.850
H51 -2.956 8.442 8.903
H52 -1.197 8.913 9.039
C22 2.607 2.202 -0.939
O8 3.940 2.719 -0.751
C23 5.059 1.946 -1.222
C24 6.417 2.733 -1.129
N4 6.763 2.684 0.249
C25 8.124 3.041 0.486
C26 8.246 3.435 1.963
O9 7.553 4.689 2.145
C27 7.392 5.041 3.492
H53 1.874 2.992 -0.776
H54 2.376 1.453 -0.182
H55 2.401 1.703 -1.886
H56 4.955 1.622 -2.257
H57 5.072 1.008 -0.665
H58 6.314 3.777 -1.427
H59 7.127 2.227 -1.784
H60 6.211 3.370 0.744
H61 8.387 3.930 -0.088
H62 8.762 2.183 0.276
H63 9.282 3.562 2.279
H64 7.837 2.687 2.642
H65 6.660 4.335 3.884
H66 6.962 6.042 3.471
H67 8.328 5.007 4.049
C28 -7.772 -2.090 1.823
O10 -6.653 -1.738 0.920
C29 -6.458 -2.874 0.029
C30 -5.365 -2.422 -0.959
N5 -5.857 -1.255 -1.712
C31 -4.852 -0.826 -2.745
C32 -5.380 0.474 -3.435
O11 -5.248 1.555 -2.575
C33 -5.583 2.901 -3.062
H68 -8.765 -2.097 1.372
H69 -7.901 -1.159 2.375
H70 -7.683 -2.907 2.538
H71 -7.368 -3.064 -0.539
H72 -6.192 -3.718 0.665
H73 -5.156 -3.210 -1.682
H74 -4.481 -2.254 -0.344
H75 -6.705 -1.497 -2.206
H76 -4.763 -1.578 -3.528
H77 -3.860 -0.642 -2.332
H78 -6.399 0.401 -3.815
H79 -4.694 0.544 -4.279
H80 -4.882 3.154 -3.858
H81 -5.510 3.631 -2.256
H82 -6.605 2.938 -3.439
C34 -0.015 0.130 4.446
O12 0.827 1.133 4.864
C35 0.850 2.360 4.081
C36 1.710 3.362 4.910
N6 0.909 3.818 6.024
C37 1.688 4.183 7.167
C38 0.823 4.633 8.324
O13 0.022 3.577 8.780
C39 -0.721 3.911 9.896
H83 0.312 -0.202 3.461
H84 -1.056 0.452 4.424
H85 -0.058 -0.679 5.175
H86 -0.093 2.755 3.704
H87 1.303 2.042 3.141
H88 2.191 4.160 4.344
H89 2.501 2.747 5.341
H90 0.339 3.041 6.326
H91 2.441 4.951 6.989
H92 2.296 3.317 7.428
H93 0.163 5.420 7.959
H94 1.409 5.007 9.163
H95 -0.138 4.088 10.799
H96 -1.333 3.021 10.047
H97 -1.272 4.845 9.793
C40 0.044 -5.239 0.068
O14 -0.259 -6.570 -0.371
C41 0.839 -7.417 -0.704
C42 0.367 -8.708 -1.337
N7 0.192 -8.642 -2.762
C43 -1.066 -7.987 -3.098
C44 -1.319 -7.872 -4.595
O15 -2.553 -7.283 -4.770
C45 -2.959 -7.163 -6.122
H98 0.693 -4.724 -0.640
H99 0.568 -5.189 1.023
H100 -0.919 -4.743 0.191
H101 1.281 -7.582 0.279
H102 1.497 -6.855 -1.367
H103 -0.437 -9.119 -0.727
H104 1.173 -9.412 -1.127
H105 0.853 -7.917 -3.003
H106 -0.950 -6.982 -2.694
H107 -1.816 -8.592 -2.589
H108 -1.258 -8.799 -5.166
H109 -0.495 -7.226 -4.900
H110 -2.329 -6.553 -6.770
H111 -3.937 -6.683 -6.102
H112 -3.105 -8.132 -6.599
C46 -1.372 -3.804 -3.842
O16 -0.494 -3.641 -4.923
C47 0.452 -2.583 -4.702
C48 1.391 -2.790 -3.442
N8 2.418 -3.804 -3.598
C49 1.847 -5.097 -3.881
C50 2.974 -6.152 -3.838
O17 2.397 -7.452 -3.846
C51 3.403 -8.423 -4.083
H113 -1.965 -2.909 -3.659
H114 -0.814 -4.130 -2.963
H115 -2.120 -4.579 -4.010
H116 -0.057 -1.645 -4.478
H117 1.054 -2.511 -5.607
H118 0.819 -2.932 -2.525
H119 1.964 -1.884 -3.247
H120 3.153 -3.593 -4.258
H121 1.420 -5.153 -4.882
H122 1.008 -5.304 -3.215
H123 3.617 -6.043 -2.964
H124 3.507 -6.004 -4.777
H125 3.896 -8.323 -5.049
H126 2.983 -9.429 -4.114
H127 4.135 -8.529 -3.283
C52 5.774 -7.645 3.665
O18 5.356 -6.851 2.542
C53 4.562 -7.508 1.615
C54 4.396 -6.592 0.360
N9 3.749 -5.310 0.736
C55 3.631 -4.352 -0.354
C56 2.942 -3.117 0.240
O19 3.872 -2.552 1.182
C57 3.552 -1.482 2.083
H128 6.446 -8.474 3.444
H129 4.930 -8.099 4.185
H130 6.179 -6.844 4.283
H131 3.581 -7.695 2.054
H132 4.976 -8.477 1.335
H133 3.782 -7.142 -0.353
H134 5.373 -6.270 -0.001
H135 4.283 -4.886 1.481
H136 2.977 -4.812 -1.095
H137 4.591 -4.045 -0.767
H138 1.984 -3.479 0.614
H139 2.765 -2.394 -0.556
H140 3.085 -0.606 1.632
H141 4.372 -1.183 2.737
H142 2.861 -1.878 2.827
C58 -5.874 4.273 0.738
O20 -4.997 3.245 1.103
C59 -3.689 3.644 1.283
C60 -2.946 4.136 0.014
N10 -3.015 3.249 -1.124
C61 -2.159 3.736 -2.204
C62 -2.599 5.066 -2.875
O21 -2.213 6.173 -2.130
C63 -2.563 7.419 -2.689
H143 -5.852 5.059 1.493
H144 -6.905 3.947 0.876
H145 -5.809 4.689 -0.267
H146 -3.202 2.784 1.741
H147 -3.607 4.442 2.022
H148 -1.923 4.422 0.256
H149 -3.326 5.102 -0.319
H150 -2.794 2.292 -0.888
H151 -2.186 2.970 -2.979
H152 -1.124 3.834 -1.876
H153 -3.681 5.024 -3.005
H154 -2.019 5.027 -3.797
H155 -3.631 7.543 -2.870
H156 -2.087 7.535 -3.663
H157 -2.189 8.223 -2.056

The value obtained for the HOMO-LUMO gap is 7.1 eV. The LUMO energy is -2.5 eV. As for the charge: +1.



Question: The highest HOMO-LUMO gap belongs to which entry?
Answer: C63H149N7O12